Record 1
ORCA calculation (ωB97M-V/def2-TZVPD) on a structure of composition C29H26F5InNO.

Positions of all 63 atoms, in Å:
In (0.08324, 0.62021, -0.13975)
C (-3.12729, -2.23383, -1.21097)
C (-2.00673, -2.60690, -0.27322)
C (-0.76089, -2.97836, -0.77594)
C (0.26788, -3.36348, 0.07312)
C (0.06862, -3.37832, 1.44835)
C (-1.17311, -3.02804, 1.96154)
C (-2.20042, -2.64578, 1.10565)
H (-4.09864, -2.32053, -0.72476)
H (-3.13233, -2.88363, -2.08562)
H (-3.02161, -1.21015, -1.58328)
H (-0.60571, -2.99102, -1.84971)
H (1.22035, -3.67487, -0.33926)
H (0.86419, -3.69361, 2.11059)
H (-1.35220, -3.08338, 3.02870)
H (-3.17995, -2.41575, 1.51203)
N (-0.26374, 3.01010, 0.42405)
C (0.75364, 3.73985, 1.20967)
C (0.35459, 4.95710, 1.75057)
C (1.17184, 5.66923, 2.61075)
C (2.41608, 5.15616, 2.94477)
C (2.84847, 3.98595, 2.34983)
C (2.05390, 3.26586, 1.45528)
C (2.71628, 2.22002, 0.62604)
C (3.98216, 2.60167, -0.01648)
C (4.42194, 1.99506, -1.12132)
C (3.77758, 0.81176, -1.71259)
C (2.55002, 0.29564, -0.93687)
C (2.09047, 1.11722, 0.22027)
H (-0.92430, 2.66003, 1.11616)
H (-0.80386, 3.68785, -0.10865)
H (-0.63375, 5.33814, 1.51459)
H (0.83154, 6.60838, 3.02523)
H (3.05831, 5.68282, 3.63772)
H (3.84566, 3.61753, 2.55680)
H (4.48819, 3.49192, 0.33449)
H (5.27206, 2.40468, -1.65153)
H (3.82059, 0.73015, -2.79266)
H (1.34229, -1.44136, -1.22448)
C (-3.68194, 1.32896, 2.09965)
C (-2.93255, 0.49099, 3.13798)
C (-1.52251, 0.40550, 2.58100)
O (-1.68516, 0.62125, 1.12663)
C (-3.09716, 0.83242, 0.79796)
H (-3.47424, 2.39240, 2.23304)
H (-4.75970, 1.18333, 2.13980)
H (-3.37102, -0.50358, 3.21857)
H (-2.93975, 0.94703, 4.12588)
H (-1.05110, -0.56575, 2.70733)
H (-0.86101, 1.19499, 2.94296)
H (-3.50923, -0.12815, 0.49025)
H (-3.13413, 1.54106, -0.02716)
F (4.55454, -0.58149, 0.15945)
C (3.81209, -0.50044, -0.97133)
C (1.35003, -0.41377, -1.59615)
C (1.38349, -0.48164, -3.05781)
F (0.63340, 0.37801, -3.76486)
C (2.27049, -1.27340, -3.65547)
F (2.37222, -1.33663, -4.98466)
C (3.23323, -2.08121, -2.90989)
F (3.49873, -3.27091, -3.47004)
C (3.85237, -1.77194, -1.76203)
F (4.65143, -2.69060, -1.22428)

Multiplicity: 1
Largest force on an atom, eV/A: 0.69
DFT total energy, eV: -52782.7501
Charge: +1
M, g mol⁻¹: 614.34
HOMO, eV: -10.92

Record 2
ORCA calculation (ωB97M-V/def2-TZVPD) on the molecule C29H26N2O8.

Positions of all 65 atoms, in Å:
C (0.19652, 5.27471, 6.68327)
H (-0.27468, 5.56710, 7.62001)
O (-0.80348, 4.60900, 5.94846)
C (-0.50203, 4.12521, 4.71993)
C (-1.52873, 3.47843, 4.04193)
C (-1.31715, 2.95180, 2.77504)
C (-0.06309, 3.05362, 2.14641)
C (0.95507, 3.70515, 2.84355)
C (0.74669, 4.23143, 4.10087)
H (1.56567, 4.72842, 4.59679)
H (1.93082, 3.81252, 2.39771)
C (0.09196, 2.49184, 0.81836)
C (1.29246, 2.46854, 0.10768)
C (1.37306, 1.91834, -1.15276)
C (0.23464, 1.39587, -1.76262)
C (-0.98843, 1.39500, -1.08352)
C (-1.03482, 1.92167, 0.20550)
O (-2.23370, 1.81378, 0.85420)
C (-2.43901, 2.27668, 2.11401)
O (-3.52251, 2.09007, 2.60863)
C (-2.20167, 0.81147, -1.73905)
H (-3.09640, 1.06028, -1.17752)
H (-2.28902, 1.19437, -2.75339)
H (-2.11363, -0.27294, -1.80310)
O (0.20318, 0.84808, -3.00691)
C (1.41245, 0.69540, -3.72753)
C (1.04274, 0.17541, -5.11576)
H (1.94501, 0.04228, -5.70529)
H (0.38742, 0.88517, -5.61354)
H (0.52736, -0.77786, -5.02677)
H (1.93971, 1.65372, -3.82267)
C (2.35169, -0.33077, -3.07362)
O (3.55585, -0.28723, -3.20763)
N (1.69313, -1.27856, -2.38539)
H (0.68414, -1.24865, -2.35290)
C (2.32526, -2.44818, -1.83813)
C (1.84937, -3.70762, -2.54413)
O (2.26884, -4.81065, -2.32102)
O (0.89467, -3.46470, -3.44705)
H (0.60798, -4.29129, -3.86689)
H (3.40213, -2.35092, -2.02414)
C (2.08300, -2.57578, -0.31331)
C (0.64395, -2.38319, 0.03495)
C (0.08248, -1.23082, 0.51280)
N (-1.26427, -1.38553, 0.66152)
C (-1.60675, -2.65282, 0.28068)
C (-2.84536, -3.28200, 0.24524)
C (-2.89153, -4.58993, -0.17652)
C (-1.72200, -5.27505, -0.54468)
C (-0.48889, -4.65622, -0.51621)
C (-0.42334, -3.32055, -0.11461)
H (0.40514, -5.20234, -0.78202)
O (-1.86195, -6.57758, -0.93338)
H (-0.99158, -6.95285, -1.11366)
H (-3.82475, -5.12726, -0.22287)
H (-3.74207, -2.76169, 0.54475)
H (-1.90557, -0.68478, 0.99318)
H (0.56722, -0.30777, 0.76658)
H (2.67827, -1.81485, 0.19256)
H (2.43037, -3.56229, -0.00243)
H (2.32778, 1.89343, -1.65209)
H (2.18664, 2.87365, 0.55157)
H (-2.50088, 3.38338, 4.49838)
H (1.04484, 4.61655, 6.89624)
H (0.54975, 6.17028, 6.16233)

Multiplicity: 1
Largest force on an atom, eV/A: 1.07
DFT total energy, eV: -49857.5847
SMILES string: COc1ccc2c(c1)c(=O)oc1c(C)c(O[C@H](C)C(=O)N[C@@H](Cc3c[nH]c4ccc(O)cc34)C(=O)O)ccc12
M, g mol⁻¹: 530.53
HOMO, eV: -7.89

Look up the M of the second one. 530.53 g mol⁻¹